(1)
Density functional theory data (the ωB97M-V functional and the def2-TZVPD basis) for a structure of composition C21H17Cl7N2O3SSm at a distorted geometry.

**Relative energy (zero: lowest compared OMol25 entry of this formula, charge and spin)**: 6.7 kcal per mole
**Expectation value of S²**: 8.759
**Strongest force on any atom**: 2.27 eV/A
**Energy**: -147570.674 eV
**Frontier orbital gap (alpha / beta)**: 7.53 / 7.55 eV

Structure (ORCA input):
```
! RIJCOSX wB97M-V def2-TZVPD def2/J DEFGRID3
* xyz 1 6
Sm 0.244 -1.038 -0.301
Cl 1.665 4.372 -4.137
C 0.821 3.187 -3.226
C 1.036 1.840 -3.489
C 0.351 0.900 -2.746
Cl 0.574 -0.799 -3.042
C -0.532 1.242 -1.704
O -1.162 0.337 -0.988
C -0.726 2.622 -1.494
Cl -1.823 3.053 -0.231
C -0.074 3.582 -2.239
H 1.740 1.535 -4.246
H -0.250 4.627 -2.047
Cl 1.010 0.782 1.642
C -0.517 1.280 2.309
C -0.667 2.580 2.763
C -1.883 2.987 3.282
C -2.954 2.110 3.311
C -2.794 0.819 2.844
Cl -4.157 -0.244 2.878
C -1.565 0.354 2.353
S -1.360 -1.339 1.904
H 0.158 3.272 2.702
H -1.997 3.994 3.651
H -3.910 2.425 3.699
Cl 7.063 -1.862 2.407
C 5.633 -1.522 1.513
C 5.590 -0.363 0.714
C 4.460 -0.065 0.006
Cl 4.352 1.348 -0.974
C 3.293 -0.891 0.045
O 2.256 -0.571 -0.628
C 3.372 -2.076 0.857
C 2.295 -2.998 0.900
O 1.199 -2.903 0.303
C 4.558 -2.364 1.575
H 6.449 0.283 0.660
H 2.470 -3.894 1.514
H 4.595 -3.263 2.170
N -3.449 -0.737 -0.124
C -3.874 -1.740 -1.114
C -2.725 -2.108 -2.050
N -1.578 -2.685 -1.316
H -4.226 -0.365 0.433
H -2.905 0.032 -0.569
H -2.753 -1.157 0.619
H -4.694 -1.344 -1.720
H -4.229 -2.626 -0.578
H -2.371 -1.214 -2.575
H -3.112 -2.810 -2.799
H -0.970 -3.146 -2.000
H -1.926 -3.440 -0.717
*
```

(2)
Density functional theory data (the ωB97M-V functional and the def2-TZVPD basis) for a cluster of 3 separate species, C2H8IN4O2 in total at a distorted geometry.

**Relative energy (zero: lowest compared OMol25 entry of this formula, charge and spin)**: 2.9 kcal per mole
**Strongest force on any atom**: 1.28 eV/A
**Energy**: -20365.335 eV
**Frontier orbital gap**: 8.33 eV

Structure (ORCA input):
```
! RIJCOSX wB97M-V def2-TZVPD def2/J DEFGRID3
* xyz -1 1
I 1.478 -0.036 1.402
C -0.101 3.670 -0.330
O -0.786 4.552 -0.869
N 1.108 3.974 0.226
N -0.409 2.340 -0.330
H 1.451 4.897 0.035
H 1.793 3.256 0.394
H -1.126 2.120 -0.996
H 0.108 1.687 0.264
C -0.653 -3.711 -0.259
O -1.185 -4.651 -0.862
N -0.851 -3.490 1.085
N 0.188 -2.816 -0.840
H -0.487 -2.737 1.644
H -1.427 -4.211 1.489
H 0.442 -2.035 -0.253
H 0.456 -2.808 -1.801
*
```

(3)
Density functional theory data (the ωB97M-V functional and the def2-TZVPD basis) for a cluster of 4 separate species, C29H68N9O8P3S in total at a distorted geometry.

**SMILES string**: C=CCC(=O)O[C@@](S)(C=C)CC(=O)OC(C)=O.CN(C)P(=O)(N(C)C)N(C)C.CN(C)P(=O)(N(C)C)N(C)C.CN(C)P(=O)(N(C)C)N(C)C
**Strongest force on any atom**: 9.58 eV/A
**Energy**: -99648.992 eV
**Frontier orbital gap**: 6.35 eV

Structure (ORCA input):
```
! RIJCOSX wB97M-V def2-TZVPD def2/J DEFGRID3
* xyz 0 1
C -4.134 -1.159 3.491
C -3.730 -0.521 4.806
C -4.877 0.342 5.578
C -4.623 1.997 5.558
O -5.800 2.685 5.486
O -3.330 2.652 5.718
C -2.735 3.160 4.485
S -1.416 4.415 5.087
C -1.818 2.019 3.672
C -2.201 1.404 2.373
C -3.711 4.026 3.504
C -3.019 4.698 2.192
O -1.748 4.621 1.798
O -3.933 5.460 1.277
C -4.561 4.356 0.477
C -6.102 3.815 0.703
O -3.738 3.818 -0.465
H -3.547 -2.060 2.997
H -5.068 -0.671 2.954
H -2.658 -0.656 5.280
H -5.950 0.042 5.220
H -4.820 0.035 6.729
H -1.750 4.844 6.406
H -0.807 1.693 4.215
H -1.382 0.742 1.814
H -3.218 1.556 1.809
H -4.139 4.925 4.163
H -4.684 3.441 3.137
H -6.627 3.864 -0.352
H -6.690 4.360 1.556
H -6.072 2.668 1.000
C -2.605 3.150 -5.236
N -2.601 2.153 -4.185
C -3.020 2.695 -2.897
P -1.952 0.582 -4.202
O -3.324 -0.023 -3.815
N -2.022 -0.038 -5.808
C -1.987 0.747 -7.031
C -2.840 -1.232 -6.044
N -0.375 1.278 -4.646
C 0.642 0.210 -4.813
C 0.213 2.212 -3.668
H -1.612 3.331 -5.654
H -2.957 4.131 -4.891
H -3.288 2.865 -6.039
H -2.164 3.069 -2.329
H -3.509 1.931 -2.284
H -3.746 3.509 -2.997
H -2.975 1.147 -7.283
H -1.659 0.129 -7.875
H -1.266 1.568 -6.994
H -3.904 -0.979 -6.107
H -2.698 -1.968 -5.245
H -2.556 -1.738 -6.972
H 0.794 -0.340 -3.877
H 1.603 0.631 -5.136
H 0.364 -0.516 -5.583
H 0.222 1.779 -2.662
H -0.320 3.164 -3.634
H 1.241 2.479 -3.940
C 1.039 -5.105 4.949
N -0.150 -4.327 5.233
C 0.077 -2.891 5.105
P -1.622 -4.831 5.916
O -2.408 -4.296 4.693
N -1.902 -6.479 5.497
C -0.881 -7.476 5.220
C -3.086 -6.787 4.690
N -0.719 -5.445 7.321
C -1.639 -6.061 8.308
C 0.039 -4.438 8.086
H 1.385 -5.680 5.812
H 1.893 -4.484 4.653
H 0.868 -5.782 4.109
H 0.398 -2.457 6.056
H -0.836 -2.370 4.800
H 0.829 -2.648 4.347
H -0.524 -7.411 4.187
H -1.282 -8.486 5.365
H -0.028 -7.418 5.899
H -2.917 -6.558 3.632
H -3.956 -6.220 5.039
H -3.364 -7.843 4.768
H -2.355 -5.325 8.693
H -1.081 -6.485 9.153
H -2.212 -6.892 7.886
H -0.589 -3.579 8.343
H 0.915 -4.079 7.542
H 0.443 -4.863 9.013
C 4.627 1.588 -5.572
N 5.184 1.357 -4.255
C 4.183 1.455 -3.198
P 6.814 1.254 -3.784
O 6.581 -0.148 -3.169
N 7.741 0.631 -5.097
C 7.427 0.775 -6.509
C 8.430 -0.647 -4.900
N 7.082 2.866 -4.491
C 8.499 3.277 -4.339
C 6.302 3.966 -3.892
H 5.050 2.467 -6.063
H 3.543 1.760 -5.551
H 4.768 0.714 -6.212
H 4.111 2.477 -2.816
H 4.433 0.808 -2.351
H 3.187 1.143 -3.529
H 6.700 0.026 -6.839
H 8.329 0.645 -7.118
H 7.060 1.771 -6.769
H 7.740 -1.491 -5.001
H 8.899 -0.691 -3.911
H 9.241 -0.783 -5.623
H 8.779 3.347 -3.282
H 8.679 4.249 -4.818
H 9.191 2.579 -4.820
H 6.398 3.973 -2.802
H 5.243 3.909 -4.150
H 6.629 4.940 -4.276
*
```

(4)
Density functional theory data (the ωB97M-V functional and the def2-TZVPD basis) for a structure of composition C3H10N2O at a distorted geometry.

**Relative energy (zero: lowest compared OMol25 entry of this formula, charge and spin)**: 70.5 kcal per mole
**Strongest force on any atom**: 3.25 eV/A
**Energy**: -8298.446 eV
**Frontier orbital gap**: 10.14 eV

Structure (ORCA input):
```
! RIJCOSX wB97M-V def2-TZVPD def2/J DEFGRID3
* xyz 0 1
C -1.048 0.648 0.168
C 1.305 0.186 0.337
C 1.519 -1.055 -0.511
N 0.033 0.247 0.979
N -1.756 -0.417 -0.466
O -1.907 1.513 0.821
H -2.689 1.007 1.078
H 0.063 0.849 1.794
H 0.954 1.141 -0.634
H -1.374 -1.320 -0.202
H -1.736 -0.358 -1.477
H 2.079 0.294 1.095
H -0.190 1.353 -0.761
H 1.316 -1.980 0.036
H 0.882 -1.037 -1.395
H 2.550 -1.071 -0.863
*
```

The lowest energy belongs to which entry?
C21H17Cl7N2O3SSm